Entry 1:
{"formula": "C4H12", "method": "wB97M-V/def2-TZVPD", "e_tot_ha": -159.152123, "s_squared": 0.753, "total_charge": 1, "multiplicity": 2, "homo_lumo_gap_ev": [13.89, 3.63], "symbols": ["C", "C", "H", "H", "H", "H", "H", "H", "C", "C", "H", "H", "H", "H", "H", "H"], "positions_angstrom": [[-2.118560, 1.143405, 0.259128], [-0.963306, 1.908974, -0.296045], [-2.828376, 1.871098, 0.666694], [-2.486069, 0.449571, -0.497644], [-1.829148, 0.554142, 1.154977], [-1.221202, 2.469934, -1.239686], [-0.115245, 1.295885, -0.659132], [-0.684660, 2.763629, 0.327386], [1.608039, -1.631422, 0.757529], [1.486929, -1.480380, -0.720110], [1.218080, -0.752926, 1.334740], [1.083188, -2.460654, 1.225392], [2.662376, -1.556909, 1.067567], [2.343137, -0.974302, -1.147910], [0.578412, -0.873716, -0.964376], [1.228760, -2.426686, -1.219830]], "atomic_forces_ev_per_a": [[0.995, 0.454, -0.335], [-0.552, 0.858, -0.018], [-0.280, -0.236, -0.059], [-0.305, -0.142, 0.250], [-0.126, -0.189, 0.035], [0.131, -0.418, -0.033], [-0.007, -0.189, -0.108], [0.248, -0.315, 0.206], [0.048, 0.145, -0.195], [0.322, -0.428, 0.977], [0.024, 0.209, -0.004], [-0.071, -0.171, -0.242], [0.018, -0.045, 0.103], [-0.027, 0.063, -0.260], [-0.403, 0.268, -0.154], [-0.015, 0.135, -0.163]]}

***

Entry 2:
{"formula": "C2H4ClO2P", "method": "wB97M-V/def2-TZVPD", "e_tot_ha": -1030.596511, "homo_lumo_gap_ev": 9.45, "symbols": ["C", "C", "O", "O", "P", "Cl", "H", "H", "H", "H"], "positions_angstrom": [[-0.065454, 0.270721, 1.295310], [0.665065, -0.022109, 0.263894], [-1.417603, -0.974326, -1.513756], [0.443450, -1.816984, -0.130314], [-0.271782, -2.195405, -1.478050], [0.944287, -1.486996, -2.968531], [-0.125672, 1.384747, 1.472168], [-0.343035, -0.412798, 1.961597], [1.417052, 0.333942, -0.443954], [-2.208309, -1.183110, -2.191562]], "atomic_forces_ev_per_a": [[2.181, 4.559, -2.524], [-0.289, -3.931, -1.229], [-2.357, -1.094, -2.222], [1.020, 3.300, 0.904], [-1.406, 0.092, 0.631], [0.721, 0.436, -0.603], [0.101, -1.351, 0.294], [-1.958, -2.636, 2.298], [-0.862, 0.045, 0.180], [2.848, 0.581, 2.272]]}

***

Entry 3:
{"formula": "C33H23BrF6N2O6PS2V", "method": "wB97M-V/def2-TZVPD", "e_tot_ha": -7086.683074, "total_charge": 2, "homo_lumo_gap_ev": 6.10, "symbols": ["V", "F", "C", "F", "F", "S", "O", "O", "N", "S", "O", "O", "C", "F", "F", "F", "C", "C", "C", "C", "C", "C", "P", "C", "C", "C", "C", "C", "C", "C", "C", "C", "C", "C", "C", "C", "C", "C", "C", "H", "H", "H", "H", "H", "H", "H", "H", "H", "H", "H", "H", "H", "H", "H", "H", "Br", "C", "C", "C", "C", "C", "C", "C", "O", "O", "H", "H", "H", "H", "C", "C", "N", "H", "H", "H"], "positions_angstrom": [[-0.716406, -0.672194, -0.014634], [-5.862810, -0.952409, 0.953606], [-4.625446, -1.197836, 1.322903], [-4.595286, -1.939476, 2.410284], [-3.993377, -0.037662, 1.564200], [-3.723599, -2.058149, -0.044727], [-2.298761, -1.928541, 0.364678], [-4.211468, -3.377400, -0.132164], [-4.009367, -1.210002, -1.327782], [-3.182617, 0.000059, -1.844370], [-2.104246, 0.361100, -0.862690], [-2.745393, -0.099461, -3.187566], [-4.347447, 1.451924, -1.706172], [-5.569057, 1.045861, -1.963426], [-3.970515, 2.369757, -2.573030], [-4.276503, 1.935261, -0.470958], [3.747047, 2.477648, 2.882769], [3.118610, 1.242016, 2.961843], [2.197561, 0.869783, 1.996663], [1.898114, 1.741308, 0.952097], [2.520126, 2.991420, 0.882077], [3.448564, 3.350547, 1.845018], [0.801808, 1.299054, -0.402577], [-0.256537, 2.710934, -0.721423], [-0.705904, 3.502332, 0.338938], [-1.537626, 4.580029, 0.087412], [-1.920370, 4.870548, -1.216529], [-1.474117, 4.085853, -2.270785], [-0.647917, 3.000732, -2.028874], [1.692360, 0.954938, -1.918757], [2.670299, 1.663399, -2.565054], [3.096689, 1.217731, -3.834945], [2.547465, 0.106019, -4.425049], [1.550555, -0.648513, -3.764415], [0.951689, -1.836665, -4.258164], [0.050458, -2.542611, -3.507817], [-0.310636, -2.117204, -2.203455], [0.210880, -0.930395, -1.760947], [1.144608, -0.194208, -2.497352], [4.468902, 2.763647, 3.635566], [3.350819, 0.565405, 3.772932], [1.707536, -0.091558, 2.068816], [2.276847, 3.683225, 0.084546], [3.934299, 4.314872, 1.787418], [-0.371613, 3.298293, 1.348127], [-1.873701, 5.205015, 0.903672], [-2.560903, 5.719899, -1.412718], [-1.768789, 4.321513, -3.284325], [-0.303651, 2.390613, -2.855221], [3.110855, 2.550068, -2.127586], [3.868519, 1.771444, -4.351213], [2.887011, -0.210568, -5.402968], [1.232235, -2.200615, -5.238420], [-0.380878, -3.458918, -3.885859], [-0.970274, -2.752514, -1.617194], [-0.488375, -2.863915, 3.334089], [0.895875, -3.965744, 2.637712], [1.086756, -5.169743, 3.287168], [2.107448, -6.021624, 2.884637], [2.952129, -5.663642, 1.845630], [2.763503, -4.454420, 1.204963], [1.728268, -3.590738, 1.578744], [1.638661, -2.363266, 0.769087], [2.505783, -1.876748, 0.113340], [0.368601, -1.758579, 0.713464], [0.443464, -5.441000, 4.111895], [2.240617, -6.965307, 3.395855], [3.751396, -6.322403, 1.537729], [3.408960, -4.151619, 0.391640], [-1.550452, 1.266186, 4.066361], [-1.192201, 0.795338, 2.748487], [-0.902288, 0.440338, 1.700275], [-1.760091, 0.414923, 4.714549], [-2.440483, 1.892183, 3.995525], [-0.726213, 1.844430, 4.484449]], "atomic_forces_ev_per_a": [[0.379, -1.110, -0.366], [0.035, -0.038, 0.005], [-0.014, 0.086, 0.021], [0.031, -0.037, -0.024], [-0.038, -0.008, 0.005], [0.026, -0.031, -0.035], [0.152, 0.239, 0.101], [-0.039, -0.014, -0.023], [0.053, 0.083, 0.049], [-0.374, -0.061, -0.273], [-0.010, 0.345, 0.022], [-0.033, 0.017, 0.016], [-0.011, 0.109, 0.093], [0.024, -0.038, -0.033], [0.009, -0.044, 0.016], [-0.017, -0.029, -0.069], [-0.009, 0.001, -0.003], [0.010, 0.007, 0.012], [-0.026, -0.010, -0.013], [-0.056, -0.068, -0.009], [0.012, -0.034, -0.040], [0.000, 0.005, 0.012], [0.062, 0.049, 0.010], [0.009, 0.046, 0.077], [0.021, -0.015, -0.067], [0.008, -0.008, 0.008], [0.001, 0.011, 0.008], [0.005, 0.015, -0.016], [0.000, -0.024, 0.005], [-0.022, 0.059, 0.029], [-0.032, -0.011, 0.002], [-0.014, -0.014, 0.004], [0.019, 0.015, -0.021], [-0.032, -0.004, 0.072], [-0.011, -0.023, -0.019], [0.046, -0.007, -0.015], [-0.075, 0.090, 0.080], [-0.126, 0.132, 0.267], [0.103, -0.018, -0.073], [0.011, 0.001, 0.001], [0.007, -0.007, 0.007], [0.049, 0.021, 0.009], [0.004, 0.014, 0.010], [0.003, 0.006, 0.003], [-0.011, 0.015, 0.021], [-0.003, 0.006, -0.001], [-0.003, 0.004, 0.004], [0.004, -0.005, -0.006], [-0.010, 0.013, -0.004], [0.009, 0.000, -0.012], [0.004, -0.002, -0.006], [0.006, 0.000, -0.005], [0.000, -0.001, -0.005], [0.003, -0.003, -0.009], [-0.009, 0.013, 0.002], [0.027, -0.011, 0.024], [-0.109, 0.093, 0.048], [0.029, -0.070, 0.016], [-0.044, 0.035, 0.012], [-0.002, 0.043, -0.026], [0.081, 0.000, -0.036], [-0.110, 0.053, -0.038], [0.436, -0.371, -0.208], [-0.277, 0.070, 0.116], [0.037, 0.464, 0.304], [-0.004, 0.004, 0.000], [0.001, -0.002, 0.008], [0.005, 0.007, -0.013], [0.011, -0.026, 0.004], [-0.031, 0.035, 0.122], [0.035, 0.051, -0.071], [-0.249, -0.091, -0.011], [0.012, -0.021, -0.031], [0.006, 0.000, -0.021], [0.014, 0.001, -0.023]]}

***

Entry 4:
{"formula": "C3H11N3", "method": "wB97M-V/def2-TZVPD", "e_tot_ha": -285.104347, "smiles": "C=NC.NCN", "homo_lumo_gap_ev": 10.07, "symbols": ["C", "C", "N", "H", "H", "H", "H", "H", "N", "C", "N", "H", "H", "H", "H", "H", "H"], "positions_angstrom": [[-1.389452, 1.211124, 0.712126], [-2.911812, 0.522986, -0.830354], [-1.773771, 0.221222, -0.328914], [-0.319764, 1.121062, 0.870022], [-1.555432, 2.217506, 0.291571], [-2.002364, 1.150594, 1.612472], [-3.221088, -0.191887, -1.586098], [-3.290900, 1.544606, -0.732571], [1.903553, -1.796658, 0.617557], [2.052801, -0.412862, 0.218237], [1.323442, -0.093403, -1.052056], [2.548045, -2.427398, 0.176272], [1.808094, -1.871581, 1.611823], [3.105315, -0.252342, -0.034126], [1.717982, 0.289658, 0.977366], [0.368015, -0.396995, -0.846450], [1.637337, -0.835633, -1.676878]], "atomic_forces_ev_per_a": [[0.419, 0.555, -1.321], [2.350, -0.613, -0.963], [-1.709, 0.722, 1.379], [-0.053, -0.018, 0.526], [0.107, -0.106, 0.246], [0.317, -0.429, 0.019], [-0.796, 0.318, -0.063], [-0.711, -0.385, 0.188], [-1.030, 0.627, 0.209], [0.507, -0.049, -1.891], [0.068, -0.904, 1.146], [0.226, -0.082, 0.353], [0.268, -0.582, 0.198], [0.027, 0.557, 0.321], [0.110, -0.225, 0.209], [-0.117, 0.307, -0.250], [0.017, 0.307, -0.306]]}

***

In the order shown, the computed strongest force on any atom values come out to 0.02225, 0.10987, 0.02389, 0.05080 Eh/bohr.
In the order shown, the computed energy above the lowest of the compared OMol25 structures with the same formula, charge and spin values come out to 46.5, 159.3, 14.7, 192.9 kJ/mol.